(1)
The following is a DFT calculation (ωB97M-V/def2-TZVPD) of C7H12O2 in the gas phase at a distorted geometry.

Output
LUMO level = 0.7 eV
energy relative to the best compared isomer or geometry (same formula, charge and spin) = 39.77 kcal/mol
SMILES string = CC(=O)[C@H](O)C=C(C)C
E_tot = -11546.6789 eV
E_HOMO = -8.372 eV
gap between HOMO and LUMO = 9.12 eV
max |F| = 0.096 Eh/bohr

The geometry in XYZ format:
```
21
Properties=species:S:1:pos:R:3:forces:R:3:lowdin_charge:R:1
C 1.06834 -0.12791 -0.10830 1.0701 0.8646 1.8267 -0.319
C 1.35153 0.87294 -1.18930 -0.1653 -0.0065 -0.4030 -0.046
C 2.00478 -1.30377 -0.07284 -0.2417 -0.1942 -0.1119 -0.067
C -2.17569 -1.11885 0.20036 0.4957 -0.7029 -0.3194 -0.002
C -1.47985 0.16288 -0.14474 -2.4977 3.4930 2.4431 -0.361
C -0.78040 1.11177 1.11640 -0.9825 -1.5927 -2.5442 -0.277
C 0.32378 0.14983 1.00014 1.3501 -0.9632 -0.5882 -0.064
O -0.62825 2.38775 0.62304 0.0141 0.2510 -0.0297 -0.018
O -1.71318 0.83103 -1.13436 0.8609 -0.9283 -0.2317 0.051
H -0.93601 2.35787 -0.30915 -0.0459 -0.0515 0.2735 0.090
H -1.32199 1.06002 2.06055 -0.0017 0.0523 -0.1241 0.141
H 0.28925 -0.60612 1.77564 0.1463 -0.2298 0.0304 0.120
H 0.55798 0.86211 -1.93902 -0.0620 0.1286 -0.1060 0.079
H 1.44822 1.88413 -0.79980 -0.1922 -0.0213 0.0307 0.087
H 1.78581 -1.97933 0.75266 -0.0577 -0.0524 -0.0036 0.073
H 1.94232 -1.86009 -1.01053 0.0635 -0.0831 -0.0245 0.083
H 3.03988 -0.97268 0.03797 -0.0087 0.0603 -0.0669 0.084
H 2.28261 0.64406 -1.70692 0.0124 -0.1736 0.0324 0.079
H -1.51410 -1.95831 -0.01200 -0.1577 -0.1755 -0.0304 0.088
H -2.45803 -1.18250 1.24861 0.2303 0.2533 0.1336 0.087
H -3.08701 -1.21482 -0.38841 0.1696 0.0718 -0.1869 0.090
```
Forces are in eV/Å.



(2)
The following is a DFT calculation (ωB97M-V/def2-TZVPD) of 6 unconnected molecules or ions with the total composition C16H44O6 at a distorted geometry.

Output
LUMO level = 0.5 eV
energy relative to the best compared isomer or geometry (same formula, charge and spin) = 116.53 kcal/mol
SMILES string = CC(C)O.CC(C)O.CC(C)O.CC(C)O.CC(C)O.CO
E_tot = -29585.2187 eV
E_HOMO = -9.313 eV
gap between HOMO and LUMO = 9.82 eV
max |F| = 0.176 Eh/bohr

The geometry in XYZ format:
```
66
Properties=species:S:1:pos:R:3:forces:R:3:lowdin_charge:R:1
C -9.73200 32.48000 14.17200 -0.0403 1.2347 1.2513 -0.134
O -8.65400 33.02900 13.39400 -1.3318 0.1011 0.2758 -0.120
H -9.58900 32.56600 15.28400 0.4657 -0.2293 -0.9431 0.091
H -9.91800 31.45800 13.91900 -0.0453 -0.7233 -0.1673 0.035
H -10.67600 33.04600 14.07300 0.5799 -0.0287 -0.7274 0.086
H -7.80700 32.89600 13.82800 0.2835 -0.1272 0.1979 0.041
C -13.79000 31.06000 10.72300 -2.2021 0.1737 -1.0689 -0.045
C -12.64800 31.86500 10.15900 -1.5908 3.8008 4.6206 -0.599
C -11.78200 32.40700 11.31600 0.0808 0.6919 0.6609 -0.037
O -11.90900 31.21700 9.31900 2.9660 -3.7323 -3.3477 0.017
H -13.57800 30.11000 11.14900 0.8328 -0.7045 0.6270 0.042
H -14.44100 30.79900 9.85500 0.1272 0.1170 0.3330 0.091
H -14.47400 31.59300 11.40800 0.5897 0.0366 -0.2458 0.096
H -13.08100 32.67700 9.58300 -0.5480 0.9629 0.4790 0.134
H -11.21600 31.62700 11.83900 -0.3606 -0.0206 -0.3684 0.037
H -12.43200 32.87100 12.07300 0.0431 -0.1368 -0.1834 0.081
H -11.02500 33.17700 11.09700 -0.3620 -0.2526 -0.5928 0.089
H -12.56600 30.71900 8.83600 0.4090 -0.6531 -1.0012 0.100
C -12.40800 27.28100 13.71100 -0.5806 -1.6320 -0.0460 -0.048
C -12.13100 27.86300 12.37300 -3.1961 5.7742 4.6501 -0.615
C -11.27900 29.19600 12.54800 0.3649 -2.7366 -0.9858 -0.030
O -11.60500 27.01100 11.61900 4.1557 -5.6290 -5.3865 0.045
H -13.12100 27.78100 14.30300 -0.9569 1.2278 0.4939 0.063
H -11.50700 27.32000 14.24400 1.3353 -0.6497 1.0412 0.049
H -12.84700 26.25900 13.63200 0.7543 0.4645 -0.0513 0.113
H -13.12300 28.00100 11.94500 -0.6597 1.5606 0.1297 0.131
H -10.24800 29.05100 12.92400 -0.7005 -0.4929 0.3129 0.091
H -11.83900 29.80700 13.16000 -0.9565 1.7868 1.3446 0.045
H -11.10100 29.63400 11.60000 -0.2339 0.5916 -1.0591 0.037
H -11.81300 27.31900 10.73700 0.6202 -0.5904 -0.6044 0.124
C -11.27600 27.35000 16.98000 0.0089 -1.7588 -0.2674 -0.040
C -11.19400 28.84200 17.10000 4.6828 -1.8502 -0.2989 -0.615
C -10.27100 29.52500 16.12500 -0.1455 -0.1201 0.0080 -0.026
O -12.30400 29.47700 17.11500 -6.4013 2.9430 0.9763 0.036
H -12.15200 26.99500 16.44400 0.0344 0.1304 -0.5605 0.066
H -11.42500 26.89700 17.94900 -0.0003 0.0211 0.5700 0.073
H -10.36700 26.85500 16.59100 -0.4205 0.4046 -0.1069 0.094
H -10.88500 28.96800 18.08700 1.6250 0.4482 1.7508 0.124
H -9.43800 28.88900 16.00800 1.1997 -0.5702 -0.8694 0.065
H -9.89900 30.45900 16.50200 -0.0521 0.5518 0.3281 0.068
H -10.81800 29.74000 15.19800 0.3634 -0.3425 0.0245 0.066
H -12.72600 29.40100 16.28100 -0.9201 0.0479 -1.2510 0.085
C -8.25200 30.34200 11.09200 -0.0269 -0.0406 0.8381 -0.038
C -7.20000 31.39800 10.89100 3.7804 -6.9091 -0.8503 -0.675
C -6.52000 31.10600 9.57800 -0.3504 -1.3469 -1.7366 -0.055
O -7.59800 32.58200 10.83800 -3.8827 8.1203 0.9969 0.022
H -7.82500 29.37100 11.26200 0.3040 -0.6340 -0.4380 0.087
H -9.01400 30.34600 10.33100 -0.1127 -0.0583 -0.5842 0.088
H -8.74900 30.52700 12.01100 -0.7593 0.4511 1.0590 0.028
H -6.39100 31.32200 11.63400 0.0175 -0.7542 0.6252 0.127
H -7.21300 31.36800 8.76100 0.0555 0.0961 0.2549 0.091
H -6.31700 30.03000 9.39800 0.0841 0.4846 0.4315 0.087
H -5.62000 31.65400 9.38700 0.5911 0.4549 0.1755 0.066
H -8.07500 32.79900 11.68400 0.2880 0.1399 -0.8640 0.095
C -5.45100 32.08300 16.38700 -0.5553 1.0555 0.5251 -0.037
C -5.78000 31.57700 14.96100 -0.7779 -5.4872 6.7308 -0.587
C -7.04300 30.65300 15.07500 1.2736 -0.4505 0.1886 -0.026
O -6.01200 32.41800 14.05000 -0.1105 6.0525 -5.7753 0.001
H -6.32800 32.47700 16.90600 -0.5660 -0.0701 -0.3746 0.071
H -4.79700 32.95800 16.48900 0.5116 -0.4645 -0.5299 0.077
H -5.14600 31.29900 17.07400 0.4672 -0.2768 -0.3003 0.075
H -4.98100 30.98100 14.63700 1.3972 -1.5063 0.0143 0.124
H -7.86500 31.15800 15.56800 -0.0587 0.2190 0.0718 0.041
H -6.79100 29.75300 15.68900 -0.3656 0.4994 -0.7349 0.100
H -7.32700 30.43700 14.03400 -0.0777 -0.4590 0.4499 0.080
H -5.21400 32.43300 13.49200 -0.9440 0.7942 -0.1158 0.151
```
Forces are in eV/Å.



(3)
The following is a DFT calculation (ωB97M-V/def2-TZVPD) of C17H33FN2O2 in the gas phase at a distorted geometry.

Output
LUMO level = 0.5 eV
SMILES string = CCC[C@@H](C)[C@]1(F)NC(=O)[C@H](CCC(C)C)[C@@H]1C[C@@H](O)CN
E_tot = -27956.3542 eV
E_HOMO = -9.515 eV
gap between HOMO and LUMO = 9.98 eV
max |F| = 0.076 Eh/bohr

The geometry in XYZ format:
```
55
Properties=species:S:1:pos:R:3:forces:R:3:lowdin_charge:R:1
C 1.74795 -4.28903 0.82001 -0.1731 -0.3532 -0.0913 -0.093
C 1.33288 -4.35017 -0.65685 0.5884 0.2924 0.3838 -0.245
C 0.77635 -3.04917 -1.24600 -0.4268 -0.4899 -0.2318 -0.156
C -0.41010 -2.40224 -0.49093 -0.4032 -0.2631 -0.0156 -0.250
C -1.32760 -3.43092 0.19519 -0.1118 0.1831 0.1581 -0.044
C 0.00820 -1.25327 0.43049 -0.7930 0.3839 0.4594 -0.408
F 1.38123 -1.34609 0.67485 0.3618 -0.1135 -0.4845 0.033
N -0.51754 -1.22879 1.79379 0.5156 -0.4059 -0.4094 0.151
C 0.03767 -0.00500 2.32376 -0.8373 -0.1168 -3.3152 -0.418
O 0.17525 0.18360 3.45678 0.2624 0.8721 3.8024 0.173
C 0.43368 0.94662 1.15778 -0.1579 -0.3456 0.3598 -0.174
C 0.11803 2.43938 1.38280 0.1547 -0.2158 0.8987 -0.155
C 1.37758 3.25519 1.66633 0.4235 -0.0259 -0.5502 -0.170
C 2.39934 3.37194 0.49255 -0.7395 0.3720 -0.1406 -0.409
C 1.79985 3.14726 -0.90603 0.3743 0.2180 0.1910 -0.075
C 2.99540 4.79405 0.50058 0.1165 -1.1733 -0.0460 -0.087
C -0.26403 0.18900 -0.02560 1.8257 1.3306 1.0012 -0.156
C -1.70676 0.70622 0.01448 -0.1151 -0.5681 -1.5524 -0.093
C -2.76600 -0.15806 -0.68495 -0.2220 0.8670 0.7081 -0.363
O -4.05225 0.38814 -0.34812 0.0757 -0.3800 0.1811 -0.046
C -2.64524 -0.14604 -2.22215 -0.8291 -0.3427 0.3000 -0.213
N -3.41463 0.96943 -2.79320 0.8544 -0.1058 -0.0495 0.021
H 1.08038 -3.66961 1.40518 -0.0188 0.1587 0.1292 0.048
H 2.76204 -3.92805 0.95657 0.0797 0.2343 -0.0412 0.073
H 1.70635 -5.28583 1.25780 0.0688 -0.1064 0.0041 0.072
H 2.21705 -4.62348 -1.23502 -0.0255 -0.0530 -0.1542 0.103
H 0.63638 -5.17168 -0.79636 -0.2390 0.0164 -0.0534 0.090
H 0.38080 -3.30634 -2.23128 0.0253 -0.0244 -0.1063 0.113
H 1.57210 -2.33797 -1.44278 0.0799 0.1845 0.2122 0.112
H -1.03416 -1.95665 -1.26169 0.1343 0.1845 -0.1282 0.103
H -2.36852 -3.10933 0.16179 -0.0852 0.0543 -0.0516 0.067
H -1.29490 -4.39899 -0.29386 0.0680 -0.0614 -0.0607 0.081
H -1.09368 -3.55290 1.24808 0.1847 -0.2148 0.0325 0.075
H -1.52633 -1.30591 1.84111 0.0770 -0.0384 0.2933 0.136
H 1.52196 0.91855 1.16189 0.0709 -0.4805 -0.5580 0.140
H -0.41048 2.90983 0.56110 -0.1692 -0.2066 -0.1197 0.095
H -0.51108 2.50271 2.27251 -0.2050 0.2176 -0.0669 0.119
H 1.10607 4.27359 1.94377 -0.2564 0.0327 0.0800 0.108
H 1.92337 2.83940 2.51283 -0.1420 -0.0429 0.2190 0.119
H 3.17472 2.61991 0.63461 0.2214 0.1013 0.0464 0.125
H 0.84163 3.65103 -1.01451 -0.1943 -0.0995 0.0033 0.080
H 1.72135 2.09286 -1.15838 -0.2151 -0.0352 -0.0509 0.062
H 2.45536 3.61956 -1.63841 0.0996 -0.1558 -0.1261 0.075
H 3.87079 4.77191 -0.14375 0.2373 0.3665 0.0834 0.074
H 3.25128 5.08090 1.51737 0.1575 0.2805 -0.0417 0.076
H 2.26594 5.47080 0.06426 -0.0770 0.2619 0.1543 0.080
H 0.33806 0.47809 -0.88703 -0.6038 -0.3316 -0.6428 0.138
H -1.70407 1.65605 -0.51808 -0.1135 0.1794 0.0701 0.124
H -2.06056 0.93230 1.02045 0.2143 -0.1591 0.1682 0.130
H -2.74878 -1.15967 -0.24917 0.2122 -0.1882 -0.4583 0.107
H -4.19963 0.13787 0.57418 -0.1471 0.1437 -0.2110 0.092
H -3.07509 -1.08621 -2.56746 0.0177 -0.0471 -0.1731 0.116
H -1.60070 -0.12773 -2.53891 0.0913 -0.0566 0.1532 0.110
H -2.74474 1.66967 -3.08700 -0.3437 0.1743 -0.1746 0.067
H -3.93221 0.66332 -3.60544 0.0516 0.0915 0.0120 0.068
```
Forces are in eV/Å.



(4)
The following is a DFT calculation (ωB97M-V/def2-TZVPD) of a molecular structure, C21H28NOPr at a distorted geometry.

Output
LUMO level (spin up / spin down) = 4.8 / 4.8 eV
net charge = -2
E_tot = -39835.6156 eV
E_HOMO (spin up / spin down) = 2.116 / 2.112 eV
gap between HOMO and LUMO (spin up / spin down) = 2.67 / 2.68 eV
max |F| = 0.044 Eh/bohr
2S+1 = 3

The geometry in XYZ format:
```
52
Properties=species:S:1:pos:R:3:forces:R:3:mulliken_spin:R:1
Pr 0.01056 -0.19267 0.34284 -0.0047 -1.8752 -0.9413 2.007
C 2.41918 0.32455 1.56493 0.3616 0.4498 -0.2727 -0.004
C 2.77023 -0.54353 0.49577 0.1965 0.5426 -0.2464 0.000
C 2.55296 0.15163 -0.73015 0.2671 0.5490 0.4997 -0.006
H 3.18241 -1.55307 0.59819 -0.3855 0.4228 -0.0789 0.001
C 2.05205 1.45841 -0.41857 0.5750 -0.5093 0.3373 0.006
C 1.97203 1.56271 1.00868 0.6067 -0.2317 -0.2039 0.001
H 1.69858 2.45882 1.56989 -0.0595 -0.3737 -0.1808 0.001
H 2.54182 0.10406 2.62742 -0.2046 -0.0111 -0.4659 0.000
H 2.78469 -0.22243 -1.72994 -0.3498 0.0619 0.4213 0.000
H 1.84182 2.25222 -1.13956 -0.0792 -0.3960 0.2633 0.002
C -2.63136 0.31931 1.06656 -0.0706 0.6382 -0.5712 -0.004
C -1.91132 1.48571 1.46865 -0.3338 0.0362 -0.6940 -0.003
C -1.45166 2.14911 0.28806 -0.8318 -0.3843 0.0408 0.009
H -1.80800 1.84808 2.49033 0.1421 -0.2118 -0.3374 0.001
C -1.91064 1.40590 -0.84543 -0.4280 -0.0859 0.6518 -0.005
C -2.63824 0.26708 -0.36287 0.0559 0.8564 0.4544 -0.009
H -3.16010 -0.46986 -0.97660 0.3895 0.2098 0.1728 0.000
H -3.14014 -0.37352 1.73466 0.3186 0.0850 -0.1662 0.000
H -0.91459 3.09544 0.25534 -0.0482 -0.2973 -0.0085 0.002
H -1.81976 1.71102 -1.88856 0.2204 -0.2939 0.3593 0.002
O 0.24322 -1.99218 -0.99968 -0.7271 1.7792 -0.1361 -0.004
C -0.29003 -0.52001 -4.09656 0.9811 -1.6447 1.0894 -0.002
C 0.33844 -1.82228 -3.68723 -0.1395 0.3873 -0.4181 0.000
C 0.52092 0.69670 -3.92179 -0.1158 0.0362 -0.0453 0.001
C -1.76332 -0.50678 -4.07944 0.0903 0.0339 0.1126 0.000
C 0.54116 -2.54306 -2.25136 0.1380 -0.0589 0.8326 0.000
H 1.37067 -1.77200 -4.07330 -0.0380 -0.4452 -0.1450 0.000
H -0.25004 -2.57175 -4.24877 0.5099 -0.3735 -0.0307 0.000
H 0.00335 -3.50302 -2.31481 -0.0264 -0.1633 -0.1274 -0.001
H 1.61194 -2.78527 -2.18420 0.2393 -0.2442 -0.4157 0.000
H 0.68480 1.21625 -4.88049 0.2706 0.5849 0.0025 0.000
H 1.50553 0.44242 -3.49211 -0.2153 0.2721 -0.1946 0.000
H 0.02503 1.40580 -3.23686 0.1728 0.5910 0.1446 0.000
H -2.18292 -0.63327 -5.09060 -0.6524 0.0151 -0.1679 0.000
H -2.12999 0.44770 -3.68296 -0.4484 0.1510 0.0496 0.000
H -2.14507 -1.32914 -3.44449 -0.2488 0.2917 -0.1643 0.000
C 0.13447 0.46551 4.31068 0.1127 0.5168 0.2518 0.002
C -0.20909 -0.90175 3.88401 -0.4678 -2.1893 -0.2181 0.001
C -0.50853 -2.00479 4.71654 0.2702 1.0251 -0.7278 -0.001
C -0.81312 -3.08920 3.86018 -0.0050 0.2136 -0.9843 0.000
C -0.69192 -2.61679 2.54137 0.1923 0.6554 1.9077 0.000
C -0.92396 -3.36564 1.29104 0.0795 -0.4376 -0.4445 0.002
N -0.31049 -1.28642 2.55879 -0.0838 -0.4086 0.5483 -0.001
H 1.04625 0.83372 3.82370 -0.2315 0.0797 0.0980 -0.001
H 0.30295 0.45311 5.39468 -0.0050 0.1396 -0.1216 0.000
H -0.68176 1.17033 4.09832 0.2486 0.0000 0.0703 0.000
H -0.50224 -1.97805 5.79689 -0.0060 -0.0614 0.0711 0.000
H -1.09448 -4.10648 4.10844 0.0179 0.1050 0.1273 0.000
H -0.00712 -3.39936 0.68002 -0.5748 0.0304 -0.0263 0.000
H -1.20989 -4.39923 1.52300 -0.0556 0.1557 0.0386 0.000
H -1.73536 -2.91144 0.69384 0.3805 -0.2186 -0.0103 -0.001
```
Forces are in eV/Å.